(1)
Here is 2 unconnected molecules or ions with the total composition C4H14N3 from the OMol25 dataset. Energies are from ωB97M-V/def2-TZVPD.

The geometry in XYZ format:
```
21
C4H14N3, DFT ωB97M-V/def2-TZVPD
C -1.48866 -1.74836 1.44156
H -2.13644 -1.22985 2.14103
H 1.58040 -2.10965 0.74635
C 0.55193 -2.16712 0.39463
H 1.47363 2.35203 -0.46101
C -0.41080 1.50112 -1.08074
H -1.04738 1.28736 -2.96705
H 0.28050 0.17397 1.30383
H 0.09882 1.88457 1.49239
H 1.61911 1.24276 1.61293
H -0.76291 2.52842 -1.10936
N -0.29903 -1.35054 1.27659
H 1.51623 0.58985 -0.73149
C 0.93027 1.41827 -0.34624
H -1.89211 -2.62847 0.94184
H 0.59148 -1.72440 -0.60462
H -1.16043 0.89196 -0.56429
N -0.19066 1.06024 -2.47189
H 0.18877 -3.19038 0.37278
N 0.72507 1.16841 1.12840
H -0.16778 0.04980 -2.51562
```

## Properties
Relative energy (zero: lowest compared OMol25 entry of this formula, charge and spin) = 158.2 kJ/mol
E_LUMO = -2.969 eV
Charge = +1
Gap between HOMO and LUMO = 10.54 eV

Atom charges from the natural (NBO) analysis, given in e for atoms 1 to 2: 0.0215 0.1944


(2)
Here is 8 unconnected molecules or ions with the total composition C46H83N9O11S in a non-equilibrium geometry from the OMol25 dataset. Energies are from ωB97M-V/def2-TZVPD.

The geometry in XYZ format:
```
150
C46H83N9O11S, DFT ωB97M-V/def2-TZVPD
H 1.38688 9.51150 -0.06015
H 3.80025 -6.43860 -4.21845
H 2.70513 5.40058 0.78114
H 0.22273 7.38821 2.09829
N 2.02149 -5.32111 -4.08691
H 0.68767 5.28622 -4.31296
H 1.36133 -3.44841 3.99241
C 2.01144 -5.03040 -5.41799
C 0.95596 -4.81378 -3.24610
C 4.08181 3.45944 -3.36315
C -3.52130 4.05570 0.31114
H 5.12329 3.47924 -2.89926
C -1.22184 0.23305 -0.73894
C 3.13292 1.91002 -1.36005
S -3.02935 -0.20391 -0.56407
H -3.56634 -1.47609 3.86171
H 5.32819 0.53559 1.23902
H 0.60677 3.36844 -1.56149
H -2.87125 -3.43677 3.15780
O -1.78488 -3.72408 -1.55655
C 4.87422 -7.02586 3.32144
H -8.46694 -0.17611 -0.25890
H -8.77996 3.37819 1.27891
H -2.79936 -5.30316 -2.32168
O -2.03160 2.83404 -5.50281
O 3.87704 -7.06792 -0.13929
H -4.95097 5.05256 1.95297
H -4.46099 -3.87077 -4.82484
H 0.86796 9.02600 2.39341
C 0.47526 2.27067 -1.29483
C -6.42387 -0.60795 0.61252
N -2.07702 -2.57845 4.85647
H 0.32317 10.77695 0.61513
C -3.71133 1.34524 0.22697
N -0.40962 8.83458 0.73987
C 3.65578 -0.50874 1.91632
O -2.17152 7.36829 0.71234
H -0.26239 -1.83804 -0.21208
C 3.55893 -3.47796 5.57429
H -0.06159 10.03094 -0.95393
O 3.12999 -2.91770 1.39511
H 5.19458 -1.01538 0.57957
H 2.27967 -6.31100 6.14827
H 2.61104 -7.00619 -3.02239
C 2.73417 -1.54631 1.11468
N 2.54296 -4.37521 5.43544
O 2.75940 5.17670 -1.77436
C 3.06365 -6.12223 -3.47795
C -2.91966 -1.40545 4.73749
H -6.01680 2.78922 2.70104
O 3.92408 -2.68984 4.71990
H 2.16018 2.32508 -3.42525
H -1.71008 8.58479 -0.84069
H 2.79813 -5.13489 7.37953
C -4.81135 1.35763 1.31423
H -1.37665 -3.55370 6.55786
H 4.64722 -5.69268 1.13224
C 0.35173 9.84843 0.03917
H 4.22772 3.42965 -4.50417
C 1.39587 -0.18618 -0.70467
H -1.24832 -2.30706 -3.85925
H -1.38097 6.35935 -3.26605
H 4.31102 6.36131 1.09596
C -1.68469 6.21280 -4.30631
N 4.36889 -7.51576 2.05541
H 2.50972 -4.65171 3.37125
H 4.09381 -7.12853 4.08031
C 3.93213 -8.89503 1.95981
C -2.42881 -4.27124 -2.43543
C -5.44573 -0.04192 1.76362
H 4.05381 -9.40239 2.91753
H -3.07481 5.05272 -0.00958
H 4.52310 -9.40589 1.19548
H 2.25863 -2.20532 -0.98222
C -2.13254 -3.60333 3.95828
H 1.10143 -5.12868 -2.21222
C -2.26410 3.97233 -5.14503
H 4.61150 4.61130 -0.90748
H 1.12529 -5.10032 6.77269
H 4.56858 6.37044 -1.57479
C 2.16811 -5.28223 6.50063
H 4.04480 -3.52454 6.56279
H -2.28627 -0.51963 4.64417
N -2.76739 -3.70978 -3.62921
H 2.88070 -8.91812 1.66262
C -0.06293 -0.75557 -0.50847
C 1.68281 1.27498 -1.10173
C 3.97546 5.55513 -1.03758
H 3.60466 1.19080 -3.41676
O 1.16493 -4.36390 -5.98658
H -0.00197 -5.19012 -3.61402
C -4.59501 4.09725 1.43750
H -2.76041 6.37556 -4.39106
N -2.07064 2.68587 -1.34917
C -8.28543 2.63388 0.54641
C -1.49155 8.22506 0.17802
H 3.58541 -0.88293 -0.94306
O -1.45393 -4.61356 4.00027
C 0.06364 4.46844 -4.67264
H -8.96393 2.47941 -0.37547
H 5.74583 -7.61889 3.61073
H 4.04688 -2.92086 1.77142
H 3.17719 0.53908 1.99977
H -6.86467 -1.63958 0.88392
H 3.22471 2.89503 -0.77632
H 0.16564 3.60674 -4.00642
H -2.95067 -4.49349 -5.54621
H -2.67951 -2.03249 -4.88940
H 2.85324 7.10784 0.09677
C 3.20842 2.17447 -2.97032
H -4.55578 -0.76996 1.87448
H -1.16235 6.93073 -4.94405
H 1.66916 -1.42832 1.54345
H 3.56165 -5.52851 -2.70775
H -1.21676 -1.77620 6.59359
H -2.75035 -1.69010 -3.13886
H -0.13023 -2.75812 5.57365
H -1.73398 3.63128 -1.56619
C -2.33926 -2.35259 -3.90420
H 2.86618 -5.46502 -5.96178
H -5.77844 -0.79270 -0.32638
H 3.71499 -0.89299 3.00623
C -3.08932 2.67125 -0.28568
H 5.16443 -5.97649 3.24691
C 3.45605 6.17328 0.36621
O 2.94532 5.61634 -4.01310
H 0.38370 4.17558 -5.67573
H -3.28883 4.37890 -5.14005
H 0.94722 -3.72206 -3.30022
H 1.03438 -5.18720 4.22106
C -5.21911 2.74009 1.89038
C 4.29100 -6.71970 0.95084
C -7.57730 0.41706 0.16831
N 5.07804 -0.44593 1.42963
N -1.32935 4.87050 -4.71727
H -3.53906 -1.31933 5.63413
H 3.99934 1.23468 -1.05685
O -7.95262 1.37313 1.18985
C 1.81267 -4.42486 4.18182
C -0.96424 1.74199 -1.11723
H -3.78843 -5.42723 -4.28376
C 3.24840 4.81700 -3.08511
C -3.53804 -4.42214 -4.62722
C -1.14644 -2.66449 5.96492
H -0.83488 8.64672 2.76984
C 2.60974 -1.23179 -0.46451
C -0.00803 8.45635 2.08115
H -7.34298 3.16997 0.15239
H -5.94925 0.04394 2.78683
H -7.14532 1.02790 -0.71497
```

## Properties
SMILES = CCOC(=O)CCCc1cc2c(cc1C[C@@H](O)CN)Sc1c(CCCOC)cccc1N2.CN(C)C=O.CN(C)C=O.CN(C)C=O.CN(C)C=O.CN(C)C=O.CN(C)C=O.CN(C)C=O
Relative energy (zero: lowest compared OMol25 entry of this formula, charge and spin) = 733.6 kJ/mol
E_LUMO = 0.377 eV
Gap between HOMO and LUMO = 7.58 eV

Atom charges from the Löwdin analysis, given in e for atoms 1 to 2: 0.0803 0.0823


(3)
Here is 2 unconnected molecules or ions with the total composition C3H10NSe in a non-equilibrium geometry from the OMol25 dataset. Energies are from ωB97M-V/def2-TZVPD.

The geometry in XYZ format:
```
15
C3H10NSe, DFT ωB97M-V/def2-TZVPD
Se -2.37535 0.76777 3.75736
C 0.52348 -0.34000 -0.99948
H 0.56004 -1.15880 -0.14052
N 1.32200 -0.26396 -2.09226
H -2.86625 2.40530 3.98320
C -1.54950 0.88641 2.20343
H 1.98683 -2.29463 -2.36926
H -2.15338 1.42286 1.37587
H -3.84369 0.48951 3.47459
H 2.61978 -1.13253 -3.49168
H 1.20469 0.59990 -2.54043
H -0.03280 0.63981 -0.94954
H -0.75411 0.37262 1.91504
C 2.26964 -1.21956 -2.47373
H 3.08861 -1.17468 -1.65258
```

## Properties
Relative energy (zero: lowest compared OMol25 entry of this formula, charge and spin) = 493.1 kJ/mol
E_LUMO (spin up / spin down) = -5.842 / -5.841 eV
Charge = +1
Gap between HOMO and LUMO (spin up / spin down) = 4.29 / 4.29 eV

Atom charges from the natural (NBO) analysis, given in e for atoms 1 to 2: 0.6372 0.1107


(4)
Here is 4 unconnected molecules or ions with the total composition H8O4 from the OMol25 dataset. Energies are from ωB97M-V/def2-TZVPD.

The geometry in XYZ format:
```
12
H8O4, DFT ωB97M-V/def2-TZVPD
H 1.38251 -0.54604 1.50566
H -0.82236 -1.57546 1.86151
H 0.43623 0.60460 -3.52765
H 0.57242 0.39931 -2.01581
O 0.17429 1.86171 -0.40210
H -1.61578 -2.88077 2.05367
H 0.47119 0.14766 0.47258
H 0.09993 2.18723 0.50572
O 0.60181 -0.07018 -2.86063
O 0.57999 -0.67181 0.98578
H -0.30677 2.51045 -0.92993
O -1.57348 -1.96671 2.35120
```

## Properties
SMILES = O.O.O.O
Relative energy (zero: lowest compared OMol25 entry of this formula, charge and spin) = 76.4 kJ/mol
E_LUMO = 0.098 eV
Gap between HOMO and LUMO = 10.74 eV

Atom charges from the natural (NBO) analysis, given in e for atoms 1 to 2: 0.4767 0.4939


(5)
Here is 5 unconnected molecules or ions with the total composition C6H22O4S2 in a non-equilibrium geometry from the OMol25 dataset. Energies are from ωB97M-V/def2-TZVPD.

The geometry in XYZ format:
```
34
C6H22O4S2, DFT ωB97M-V/def2-TZVPD
H -2.34931 1.82320 1.61429
C -1.60627 1.14903 1.13816
C 1.97100 -1.17028 1.05859
O 3.11918 2.37486 0.30029
C -0.05644 -2.67791 0.73178
H 1.40381 -1.09279 -3.30012
H -2.68654 1.11482 -2.45061
H 0.54358 3.61937 0.40916
H -1.32116 0.58398 -2.34912
H 1.53014 -2.58781 -0.63751
H 0.00525 1.46592 -0.42655
H 0.40679 -3.44043 1.37783
H 2.64209 3.09448 0.72701
H 2.17015 0.38202 -1.00729
C 1.07836 -1.86532 0.02459
H 1.96062 -1.76130 1.99901
S -2.38120 -0.45420 0.81210
H 3.86091 2.83598 -0.14106
H -1.01143 1.17366 2.07425
H -0.49289 -3.46118 0.06006
H -0.43838 3.09037 1.86372
H 0.67675 -1.12323 -0.68196
H -1.20050 3.97423 0.61691
O 2.16456 -1.50912 -2.85158
O -1.98968 0.78393 -3.02654
H 1.47253 -0.22783 1.32619
C -0.83849 1.93132 0.09818
H 2.36229 1.85292 -1.57818
O 2.00032 0.98140 -1.74835
H 2.83206 -0.86753 -2.64452
H -1.47857 2.19353 -0.75954
C -0.40459 3.26033 0.78513
H 3.00100 -1.10223 0.71791
S -1.22245 -1.85746 1.66833
```

## Properties
Spin multiplicity = 2
E_LUMO (spin up / spin down) = -3.950 / -8.217 eV
Charge = +1
Gap between HOMO and LUMO (spin up / spin down) = 9.85 / 5.58 eV

Atom charges from the natural (NBO) analysis, given in e for atoms 1 to 2: 0.2710 -0.5738


(6)
Here is a gas-phase ion, C6H13ClN4 (charge +2) in a non-equilibrium geometry from the OMol25 dataset. Energies are from ωB97M-V/def2-TZVPD.

The geometry in XYZ format:
```
24
C6H13ClN4, DFT ωB97M-V/def2-TZVPD
N -2.47325 -1.32792 1.52828
H -3.40939 -1.31799 1.83843
N -0.54325 -0.44635 0.60569
H 3.55056 1.09074 0.48729
N -2.60017 0.26819 -0.26264
C 1.60003 0.38514 -0.34950
C 2.49690 1.07338 0.73415
H 2.31365 0.77318 1.69788
C 1.95863 -1.10338 -0.48626
C -1.98819 0.48832 -1.42047
H 2.86252 -1.25506 -0.98022
H -3.65285 0.29175 -0.27935
C 0.10524 0.59182 -0.09930
C -1.86459 -0.47680 0.71963
Cl -0.37469 2.23916 0.46912
H 1.16363 -1.49153 -0.97358
H 0.14306 -1.10890 0.98635
H -1.98771 -1.89874 2.16452
H 2.27495 2.16548 0.71842
H -2.61702 0.58975 -2.31578
H 1.94511 -1.59042 0.55214
H -0.01709 0.68881 -2.46375
N -0.67468 0.46027 -1.64523
H 1.78860 0.91110 -1.22580
```

## Properties
SMILES = CC(C)[C@]1(Cl)NC(=[NH2+])NC=[NH+]1
Relative energy (zero: lowest compared OMol25 entry of this formula, charge and spin) = 91.6 kJ/mol
E_LUMO = -8.864 eV
Charge = +2
Gap between HOMO and LUMO = 9.84 eV

Atom charges from the natural (NBO) analysis, given in e for atoms 1 to 2: -0.6848 0.4566


| no. | energy (eV) |
| --- | --- |
| 1 | -8838.38323 |
| 2 | -95806.87989 |
| 3 | -70096.70920 |
| 4 | -8319.88437 |
| 5 | -36429.91575 |
| 6 | -24897.65286 |